Entry 1:
The following is a quantum chemistry calculation of C42H85F9N4O10 as an isolated structure, from OMol25.

Last column: Mulliken charge in e.
Cartesian coordinates (Å):
F (-0.16468, 6.22452, 0.51064)  -0.32
F (-0.45534, 4.89360, -1.18622)  -0.16
F (1.26624, 1.01967, -4.20093)  -0.25
F (-2.70971, -1.75517, 1.55706)  0.16
F (-2.64148, -3.98822, 1.11472)  -0.32
F (0.42995, 2.84425, -4.95142)  -0.28
F (0.74580, 2.56710, -2.78652)  -0.37
F (-2.15901, 5.66410, -0.17487)  -0.30
F (-4.24064, -3.18425, 2.17486)  -0.35
O (-0.98374, 0.26160, -0.07048)  0.99
O (3.78765, 2.11548, -3.58243)  -0.50
O (-1.95999, 3.56883, 1.75703)  -1.17
O (0.93776, -0.30060, 0.91291)  -0.73
O (0.32813, 3.83670, 1.57503)  -0.54
O (-3.18985, -3.20322, -1.26903)  -0.60
O (3.12913, 3.44508, -5.22705)  -0.92
O (-1.10605, 0.06943, 4.74761)  -0.53
O (-5.30744, -3.22134, -0.45291)  -0.96
O (4.34036, -1.03543, -2.02155)  -0.41
N (-3.34017, 2.00438, -2.73601)  1.91
N (0.93263, -4.14765, 3.03494)  0.86
N (-1.82007, 0.83382, 2.60470)  2.18
N (5.77240, -2.09456, -0.58634)  0.12
C (-5.07254, 2.61957, -1.13565)  -0.87
C (0.88292, -0.00011, -1.47224)  1.20
C (-4.71453, 1.58384, -3.26062)  -0.67
C (3.46970, -2.05736, 6.14660)  -1.32
C (-3.50809, 4.51067, -3.59109)  -0.53
C (1.24500, 2.95227, 1.02482)  2.56
C (-0.89080, -3.42622, 4.75051)  -0.95
C (-2.73901, 3.12784, -3.57928)  -0.36
C (-2.40847, -3.12771, 4.82850)  -1.28
C (-4.09986, -2.71244, -0.21365)  0.87
C (3.64145, 1.49337, -2.34229)  0.13
C (-1.55452, 6.21383, -3.88995)  -0.87
C (-1.91348, 0.39656, -4.11045)  -0.23
C (-0.87192, 0.69332, 3.74733)  0.86
C (-3.56944, 2.53846, -1.32880)  0.29
C (-5.50849, 1.41412, -1.94954)  -0.12
C (-1.08391, -0.87769, -4.01095)  -2.36
C (-2.34424, 0.85377, -2.72595)  -0.67
C (0.45997, 1.40078, 3.71878)  -0.60
C (-3.39167, -2.84967, 1.18609)  0.43
C (-0.30833, -3.33536, 3.37366)  -0.48
C (1.27173, -3.76980, 1.56327)  -0.17
C (3.59888, -1.75747, 4.64221)  -0.82
C (1.27964, 2.35587, -4.00983)  0.84
C (5.03051, 1.06327, -1.81778)  -1.15
C (-2.80374, 5.54414, -4.50629)  -0.89
C (-0.93576, 3.91616, 0.89620)  1.51
C (-1.10429, -3.49221, -2.31444)  -1.64
C (4.58399, 0.05533, 0.04539)  1.51
C (2.76128, 3.27907, 1.25860)  -1.30
C (-0.91534, 5.21923, 0.06429)  0.62
C (2.02751, -3.71877, 3.98072)  -1.14
C (0.23252, -0.05132, -0.11079)  0.04
C (0.48316, -4.78508, 0.74606)  0.19
C (0.67954, -6.04107, 1.61391)  -1.27
C (4.83437, -1.00829, -0.93832)  -0.22
C (2.35833, -2.23318, 3.89823)  0.93
C (6.86989, -2.44238, -1.64109)  -0.78
C (2.70371, 3.00563, -4.03966)  -0.14
C (-3.23658, 0.87100, 3.08442)  -0.63
C (0.56573, -5.62951, 3.07308)  -0.37
C (-1.97008, -2.57793, -1.49749)  2.45
H (-0.74165, -1.18189, -4.99851)  0.53
H (3.85063, -0.70001, 4.54353)  0.39
H (-4.51752, 4.47688, -4.00281)  0.44
H (-1.07602, -3.70105, 2.68362)  0.51
H (0.97924, -4.83888, -0.22396)  0.72
H (5.00323, 0.90844, -0.73290)  -0.44
H (2.46933, -1.99272, 2.83623)  -0.53
H (-0.53018, -4.46892, 0.50745)  -0.43
H (-4.65201, 0.68795, -3.87145)  0.26
H (-3.46500, 1.57836, 3.88009)  0.35
H (-1.99764, -1.58851, -1.97087)  -0.75
H (2.98890, 4.23619, 0.79113)  0.41
H (1.79114, -4.11495, 4.97022)  0.53
H (-2.75658, 0.16560, -4.76930)  0.41
H (-1.35186, 1.12610, -4.69152)  0.30
H (5.31914, 0.09872, -2.24146)  0.31
H (3.11109, 0.53871, -2.46876)  0.38
H (-1.34441, -2.40727, -0.60441)  -0.56
H (-2.68652, -2.99499, 5.87270)  0.46
H (6.09492, -1.86633, 0.35702)  0.47
H (-0.26355, -2.70360, 5.28443)  0.25
H (-5.50607, 3.55105, -1.50713)  0.34
H (-1.58346, -1.69006, -3.48080)  0.80
H (0.92467, -2.78099, 1.25985)  -0.22
H (1.25596, -6.07485, 3.78423)  0.51
H (1.88060, -0.44472, -1.53481)  0.80
H (5.55970, 0.40795, 0.40418)  0.66
H (-3.53689, -0.03437, 3.61215)  0.21
H (1.20681, 2.82923, -0.06288)  -0.57
H (1.58191, -1.54268, 4.23357)  -0.02
H (1.28500, 0.96476, -1.80740)  -1.48
H (-0.79345, -4.35422, 5.32037)  0.36
H (2.64257, 3.87429, -3.36578)  0.06
H (-1.22327, 7.10242, -4.42006)  0.42
H (5.23301, -2.94406, -0.40101)  0.41
H (-3.56699, 4.81299, -2.54524)  0.27
H (0.81455, 1.62429, 4.72489)  0.55
H (-2.89929, 0.12144, -2.13679)  0.77
H (1.65369, -6.51391, 1.46272)  0.32
H (1.18010, 0.68332, 3.31760)  -0.13
H (3.91783, -1.35171, 6.84557)  0.36
H (-1.62631, -3.95637, -3.15326)  0.30
H (-6.56700, 1.21255, -2.10234)  0.53
H (-1.74934, 6.45012, -2.83914)  0.18
H (3.09723, 3.27500, 2.29886)  0.30
H (-5.38322, 2.59277, -0.09201)  0.43
H (3.40629, 2.50524, 0.83339)  0.05
H (5.81793, 1.78662, -2.02727)  0.51
H (-2.76015, 2.80814, -4.61639)  0.66
H (-3.03536, -3.82868, 4.28133)  0.45
H (-5.09441, 0.48339, -1.55009)  -0.24
H (-1.53923, 0.20256, 1.83732)  -1.26
H (3.95274, -3.02340, 6.31119)  0.32
H (4.52196, -2.22209, 4.27997)  0.45
H (-0.18431, -0.68803, -3.42306)  0.68
H (7.25826, -1.49009, -1.99296)  0.35
H (-0.72831, 5.52445, -3.70386)  0.13
H (-0.48257, -5.71285, 3.34762)  0.28
H (0.08833, -0.31432, -2.14602)  -1.44
H (-3.88976, 1.05705, 2.23817)  0.10
H (-0.26062, -2.88045, -2.64669)  0.27
H (1.12468, 1.91934, 1.37996)  -1.32
H (-1.69177, 1.76697, 2.19320)  -0.18
H (-3.07591, 3.46901, -1.05795)  -0.56
H (7.63258, -2.98599, -1.09201)  0.39
H (0.54794, 2.36326, 3.21371)  0.18
H (-5.11715, 2.39932, -3.85863)  0.44
H (-1.80694, 3.22743, -3.02595)  -0.30
H (-0.00477, -6.85342, 1.36696)  0.49
H (-2.54935, 5.09629, -5.46971)  0.37
H (2.32136, -4.00450, 1.39227)  0.30
H (-0.76198, -4.34582, -1.72559)  0.35
H (3.95102, 0.86376, -0.30318)  -1.49
H (-3.63518, 6.21031, -4.74240)  0.43
H (-2.64313, -2.15104, 4.39901)  -0.02
H (2.44817, -2.15283, 6.52097)  0.33
H (-0.24962, -2.29148, 3.06238)  0.22
H (-0.98562, 3.03240, 0.25036)  -0.82
H (6.41685, -2.98474, -2.46383)  0.32
H (-3.22449, 1.79618, -0.60713)  -0.18
H (3.19714, 2.01578, -1.48594)  0.06
H (-4.22295, -1.62516, -0.37566)  -0.68
H (-1.44555, 1.10647, -2.16164)  -0.89
H (4.20273, -0.38860, 0.97344)  0.27
H (2.85160, -4.39517, 3.72866)  0.66

Values from the calculation:
net charge	0
LUMO	-2.32	eV
calculated total energy	-95806.94649	eV
HOMO	-5.619	eV

Entry 2:
The following is a quantum chemistry calculation of C24H45ClDyO4P2 as an isolated structure, from OMol25.

Last column: Mulliken charge in e.
Cartesian coordinates (Å):
Dy (0.37092, 0.09357, -0.42953)  -0.58
Cl (1.69078, -0.41872, 2.21227)  1.01
P (1.33125, -4.49304, 0.74086)  0.67
P (3.54522, 3.54757, 1.31371)  0.47
O (0.49056, -1.17894, 1.59898)  -0.35
O (2.51301, -1.36972, 2.99043)  -0.61
O (-1.12350, 1.13803, 0.53215)  0.03
O (2.42525, -0.10617, 0.84192)  -0.53
C (2.38198, -0.36267, -2.86264)  -0.94
C (4.38025, 5.19650, 1.42060)  -1.19
C (-1.02964, -0.60156, -2.23874)  0.21
C (-1.23526, 0.69111, -2.98657)  -0.23
C (0.98261, 1.61894, -2.04077)  -0.05
C (-3.05046, 3.25873, -0.13161)  -1.38
C (2.02149, 0.72625, -1.86506)  -0.11
C (0.67114, -6.06508, 0.08184)  -1.18
C (-3.04608, -0.38539, 0.87334)  -0.63
C (-4.75692, -1.55062, -0.59510)  -1.86
C (4.61938, 2.38787, 2.26761)  -1.04
C (-4.17530, 0.98576, -0.58598)  1.29
C (1.63598, -4.51233, 2.53875)  -0.88
C (0.10836, -1.38274, -2.18235)  -0.56
C (2.95272, -4.30837, -0.06245)  -1.10
C (-5.12452, 1.34917, -1.67573)  -1.70
C (-3.98990, -0.37065, -0.09388)  0.67
C (1.23003, -1.34318, -3.19128)  -0.87
C (0.01649, 1.58475, -3.20672)  -1.10
C (2.15543, 3.78431, 2.50586)  -0.72
C (-2.34827, 1.46207, 2.48616)  -1.55
C (-3.33476, 1.83027, 0.10415)  -0.52
C (-2.44231, 1.01057, 1.02643)  2.75
C (-2.61089, -1.56446, 1.64991)  -1.62
H (5.53357, 2.86303, 2.65598)  0.37
H (-1.70327, 0.58934, -3.97703)  0.61
H (-5.97735, 1.94566, -1.31047)  0.33
H (-3.33336, 1.49524, 2.95910)  0.39
H (0.67851, -4.75202, 3.02983)  0.30
H (2.83090, 0.95093, -1.16881)  0.72
H (-3.98294, 3.84141, -0.03382)  0.42
H (-2.32134, 3.63300, 0.60603)  0.26
H (-3.37154, -1.81717, 2.41271)  0.31
H (1.08581, 2.59895, -1.56258)  0.73
H (1.97155, -3.52577, 2.89494)  0.08
H (-4.81677, -1.54461, -1.69210)  0.45
H (-1.66174, -1.41990, 2.17447)  0.15
H (0.24921, -5.81209, -0.91100)  0.29
H (-1.97576, 1.28803, -2.42450)  -0.34
H (3.40239, -5.29855, -0.19421)  0.43
H (-2.64403, 3.44593, -1.14652)  0.13
H (-1.86071, 2.44503, 2.50412)  0.29
H (2.72309, 0.10529, -3.81896)  0.33
H (3.59533, -3.64947, 0.52847)  0.31
H (-4.26436, -2.48700, -0.29976)  0.34
H (0.85911, -1.08807, -4.21686)  0.31
H (4.94129, 5.27999, 0.48040)  0.33
H (1.23477, 3.50645, 1.97212)  -0.07
H (2.28067, 3.11309, 3.36062)  0.27
H (3.23084, -0.94529, -2.42523)  0.39
H (-0.13503, -6.42218, 0.75458)  0.32
H (0.50039, 1.28725, -4.16589)  0.32
H (4.88850, 1.61815, 1.54044)  0.21
H (3.60091, 5.95853, 1.44301)  0.35
H (1.50391, -6.77960, -0.01555)  0.38
H (4.07822, 1.89520, 3.07564)  0.29
H (2.76766, -3.85425, -1.04890)  0.12
H (-5.79271, -1.56883, -0.21346)  0.34
H (-1.99007, -1.04236, -1.95650)  0.58
H (-4.62440, 1.91253, -2.47980)  0.28
H (-1.71797, 0.73309, 3.01600)  0.36
H (1.65148, -2.36106, -3.29191)  0.44
H (-0.35840, 2.62913, -3.35502)  0.44
H (5.06278, 5.28251, 2.27222)  0.35
H (2.06429, 4.82634, 2.84203)  0.40
H (-2.51551, -2.44708, 0.99289)  0.42
H (-5.52808, 0.42896, -2.12685)  0.39
H (2.40044, -5.25070, 2.79612)  0.41
H (0.18466, -2.25890, -1.51253)  0.64

Values from the calculation:
net charge	+1
LUMO (alpha / beta)	-4.73 / -4.60	eV
⟨S²⟩	9.33
spin multiplicity	6
calculated total energy	-88976.89089	eV
HOMO (alpha / beta)	-9.805 / -9.806	eV

Entry 3:
The following is a quantum chemistry calculation of a 2-piece molecular cluster, C2H9N2S2 overall, from OMol25.

Last column: natural (NBO) charge in e.
Cartesian coordinates (Å):
S (1.21709, -0.41738, 1.15983)  0.03
S (-0.77625, -0.91590, 1.26659)  -0.17
N (0.09038, 0.88632, -1.70504)  -0.70
N (-1.94063, 1.64012, -0.92528)  -0.72
C (-1.05313, 1.47367, -1.87901)  0.41
C (1.98592, -2.03655, 1.67881)  -0.68
H (-2.76912, 2.15065, -1.18560)  0.43
H (1.30149, -2.38555, 2.43443)  0.24
H (-2.07259, 0.91776, -0.22384)  0.44
H (-1.02232, -0.53596, 2.52927)  0.16
H (2.09256, -2.61477, 0.77852)  0.23
H (2.97286, -1.77263, 2.06201)  0.24
H (0.81995, 1.05970, -2.38105)  0.43
H (0.43032, 0.62564, -0.77798)  0.43
H (-1.27651, 1.92488, -2.83165)  0.23

Values from the calculation:
net charge	+1
LUMO	-3.69	eV
calculated total energy	-26864.60125	eV
HOMO	-12.961	eV